Model a:
Formula: C8H14N2O5
Source: the Open Molecules 2025 dataset
Level of theory: the ωB97M-V functional and the def2-TZVPD basis

Last column: Mulliken charge in e.
Atoms and positions in Å:
C: -3.1444 1.0316 -0.3091  -0.827
O: -2.0616 0.2214 -0.6435  -0.328
C: -0.7550 0.6268 -0.1937  -0.638
C: -0.3904 0.9948 1.2135  -0.728
C: 0.9715 0.4328 1.6100  -1.022
C: 1.3889 -0.3882 0.3341  0.942
C: 2.0255 -1.6674 0.8661  -1.752
N: 2.4456 0.3661 -0.4179  1.025
O: 2.3132 1.5670 -0.4757  -0.636
O: 3.3129 -0.2324 -0.9601  -0.589
C: 0.1212 -0.6348 -0.4786  1.060
C: 0.5330 -0.7225 -1.9967  -1.814
N: -0.5552 -1.8721 -0.0702  1.097
O: -1.2216 -1.6667 0.9068  -0.609
O: -0.5516 -2.8348 -0.7758  -0.660
H: -3.8504 0.7886 -1.1126  0.283
H: -2.9520 2.1646 -0.3117  0.269
H: -3.3649 0.7575 0.7478  0.304
H: -0.4206 1.4360 -0.7718  0.778
H: -1.1124 0.4638 1.8099  0.418
H: -0.3289 2.0681 1.3797  0.369
H: 1.6991 1.2273 1.9170  0.394
H: 0.7597 -0.3161 2.3423  0.244
H: 2.0661 -2.4724 0.1880  0.313
H: 1.4312 -2.0356 1.6346  0.540
H: 3.0251 -1.3898 1.3243  0.390
H: -0.2981 -1.1110 -2.5221  0.584
H: 1.4795 -1.3079 -2.2051  0.304
H: 0.7753 0.2741 -2.5372  0.291

Output
Frontier orbital gap ... 10.03 eV
SMILES string ... CO[C@H]1CC[C@](C)([N+](=O)[O-])[C@@]1(C)[N+](=O)[O-]
E_HOMO ... -10.09 eV

=====

Model b:
Formula: C8H14N2O5
Source: the Open Molecules 2025 dataset
Level of theory: the ωB97M-V functional and the def2-TZVPD basis

Last column: Mulliken charge in e.
Atoms and positions in Å:
C: -2.5757 -0.9384 1.4481  -1.309
C: -2.5526 0.0669 0.3321  0.194
N: -3.9209 0.3702 -0.0971  -0.686
C: -1.7409 -0.4935 -0.9003  0.460
O: -2.3405 -1.0484 -1.8212  -0.670
N: -0.3655 -0.3993 -0.9253  -0.022
C: 0.4203 0.2388 0.1444  0.687
C: 1.6101 -0.5524 0.5780  -1.305
C: 2.6346 -0.8856 -0.5795  -0.702
C: 4.0851 -0.4772 -0.2830  0.399
O: 4.9381 -1.2967 -0.2577  -0.547
O: 4.2900 0.7980 0.0396  -0.478
C: 0.6677 1.7059 -0.2212  0.286
O: 1.7392 2.2624 -0.0686  -0.692
O: -0.4170 2.3672 -0.6069  -0.386
H: -1.5943 -1.1749 1.8068  0.301
H: -3.1518 -0.4226 2.2232  0.317
H: -3.0126 -1.8968 1.1355  0.342
H: -2.0398 0.9520 0.6652  0.376
H: -4.2819 -0.4630 -0.5553  0.271
H: -3.9660 1.1381 -0.7211  0.272
H: 0.0524 -0.8524 -1.6881  0.216
H: -0.1625 0.2995 1.0216  0.046
H: 2.0972 0.0292 1.3222  0.573
H: 1.2678 -1.4698 1.0470  0.478
H: 2.6211 -2.0241 -0.7632  0.286
H: 2.3576 -0.4782 -1.5019  0.477
H: 3.4839 1.3576 0.0215  0.429
H: -0.1430 3.2873 -0.7948  0.386

Output
Frontier orbital gap ... 9.81 eV
SMILES string ... C[C@H](N)C(=O)N[C@@H](CCC(=O)O)C(=O)O
E_HOMO ... -9.66 eV

=====

Which structure is most stable, and how do the rest compare? From most to least stable: model b, model a.

=====

Model a:
Formula: C4H8NS
Source: the Open Molecules 2025 dataset
Level of theory: the ωB97M-V functional and the def2-TZVPD basis

Last column: Mulliken charge in e.
Atoms and positions in Å:
C: -0.5117 -0.3193 1.5419  -0.728
C: -0.0684 -0.1202 0.2915  0.452
C: -1.9304 -0.0892 1.2572  -0.303
C: 1.3072 0.0487 -0.3409  -0.396
N: 1.0698 0.1060 -1.8139  -0.158
S: -1.6309 0.1839 -0.4807  -0.275
H: -0.0653 -0.3440 2.6041  0.286
H: -2.7043 -0.8572 1.5566  0.366
H: -2.3962 0.8855 1.6680  0.283
H: 1.9819 -0.7034 0.1173  0.280
H: 1.9685 0.8504 -0.0151  0.270
H: 1.4248 -0.7247 -2.3280  0.382
H: 1.4999 0.9775 -2.2443  0.392
H: 0.0552 0.1059 -1.8137  0.150

Output
Frontier orbital gap ... 8.85 eV
E_HOMO ... -12.66 eV
Total charge ... +1

=====

Model b:
Formula: C4H8NS
Source: the Open Molecules 2025 dataset
Level of theory: the ωB97M-V functional and the def2-TZVPD basis

Last column: Mulliken charge in e.
Atoms and positions in Å:
C: -2.6011 -0.6202 -0.8901  -1.004
C: -1.8151 0.0901 0.1929  -0.497
S: -0.5825 1.4148 -0.4582  -0.032
C: 0.8149 0.8134 0.0993  0.160
C: 2.0220 0.1087 -0.0743  -0.264
N: 3.2657 0.1425 0.6214  -0.335
H: -2.7824 -0.0264 -1.7344  0.350
H: -2.1760 -1.5088 -1.1312  0.330
H: -3.6029 -0.8057 -0.4363  0.297
H: -1.0841 -0.6267 0.6270  0.302
H: -2.3732 0.6079 0.8335  0.483
H: 3.7736 0.9391 0.2577  0.385
H: 3.9031 -0.8366 0.4463  0.461
H: 3.2380 0.3078 1.6462  0.363

Output
Frontier orbital gap (spin up / spin down) ... 8.65 / 8.65 eV
SMILES string ... CCSC#C[NH3+]
E_HOMO (spin up / spin down) ... -13.26 / -13.25 eV
Total charge ... +1

=====

Which structure is most stable, and how do the rest compare? From most to least stable: model a, model b.

=====

Model a:
Formula: C22H17BrInN12O2S7
Source: the Open Molecules 2025 dataset
Level of theory: the ωB97M-V functional and the def2-TZVPD basis

Last column: Mulliken charge in e.
Atoms and positions in Å:
In: 0.4745 1.5595 1.6390  0.847
S: 5.7517 6.5074 2.0601  -0.293
C: 4.6030 5.3435 2.0269  0.090
S: 3.2468 5.2902 3.1131  -0.110
C: 2.5537 3.7819 2.5405  0.105
C: 3.1902 3.1854 1.5040  0.131
S: 2.7725 1.7179 0.6759  -0.404
S: 4.6202 4.0131 0.9059  -0.087
S: 1.1013 3.2847 3.3526  -0.416
N: -1.7394 -0.2542 3.5957  -0.111
C: -2.2836 0.7780 2.8760  0.294
N: -3.5547 1.1385 2.9168  -0.538
N: -3.6437 2.1607 2.0745  -0.766
N: -2.5146 2.4241 1.5450  -0.129
N: -1.6038 1.5661 2.0296  0.514
C: -0.6519 -0.9483 3.1492  0.486
N: -0.4023 -2.2250 3.4140  -0.683
N: 0.7486 -2.4830 2.8201  -0.574
N: 1.1973 -1.4438 2.2283  0.044
N: 0.3397 -0.4306 2.4058  -0.098
H: -2.4040 -0.7983 4.1249  0.320
C: -0.1403 4.5971 -0.2183  -0.969
O: -0.1674 3.1922 -0.3704  0.219
C: -0.9856 2.6510 -1.3047  0.205
C: -1.6739 3.3605 -2.2771  -0.559
C: -2.5268 2.6773 -3.1339  -0.551
Br: -3.4077 3.6317 -4.5162  -0.245
C: -2.7349 1.3235 -3.0371  -0.839
C: -2.0121 0.5919 -2.0914  0.821
C: -1.1078 1.2480 -1.2472  0.210
O: -0.3423 0.5787 -0.3762  -0.174
C: -2.1559 -0.8420 -1.9594  -0.109
N: -1.6222 -1.5303 -0.9757  -0.046
C: -1.9467 -2.8389 -1.1953  0.277
C: -1.6367 -3.9829 -0.4699  -0.742
C: -2.1016 -5.1842 -0.9606  -0.608
C: -2.8602 -5.2663 -2.1308  -0.418
C: -3.1894 -4.1401 -2.8564  -1.137
C: -2.7196 -2.9290 -2.3777  0.546
N: -2.8418 -1.6409 -2.8317  -0.030
H: 0.5113 5.0518 -0.9719  0.278
H: 0.2601 4.7946 0.7780  0.210
H: -1.1461 5.0165 -0.2832  0.440
H: -1.5597 4.4258 -2.3988  0.602
H: -3.4502 0.8355 -3.6796  0.537
H: -0.5877 -0.4001 -0.4387  0.315
H: -1.0558 -3.9147 0.4361  0.502
H: -1.8776 -6.0938 -0.4271  0.411
H: -3.1992 -6.2311 -2.4779  0.372
H: -3.7868 -4.1958 -3.7544  0.383
H: -3.3003 -1.3475 -3.6779  0.229
S: 1.5798 -1.5443 -1.8325  -0.383
C: 2.8812 -2.0653 -0.9886  0.404
N: 3.0512 -1.9947 0.3167  0.191
C: 4.2564 -2.5024 0.9143  -0.587
C: 5.1168 -3.1470 -0.1776  -0.485
S: 4.2650 -2.8576 -1.7672  -0.181
H: 2.3026 -1.6611 0.9596  0.092
H: 3.9896 -3.2292 1.6878  0.274
H: 4.7907 -1.6791 1.4006  0.278
H: 5.2223 -4.2213 -0.0428  0.330
H: 6.1080 -2.7040 -0.2432  0.318

Output
Frontier orbital gap ... 6.84 eV
E_HOMO ... -4.93 eV
Total charge ... -1

=====

Model b:
Formula: C22H17BrInN12O2S7
Source: the Open Molecules 2025 dataset
Level of theory: the ωB97M-V functional and the def2-TZVPD basis

Last column: Mulliken charge in e.
Atoms and positions in Å:
In: 0.5293 1.6778 -0.2578  0.675
S: -4.2518 2.3653 -5.5677  -0.250
C: -3.0930 1.9975 -4.4513  0.063
S: -1.4523 2.5020 -4.5418  -0.135
C: -0.8800 1.8005 -3.0419  0.500
C: -1.8172 1.1617 -2.3074  -0.131
S: -1.6461 0.4617 -0.7116  -0.521
S: -3.4060 1.0732 -3.0335  -0.064
S: 0.8016 2.0883 -2.6684  -0.337
N: 1.9774 2.2703 3.0032  -0.092
C: 1.2280 1.1326 2.8543  0.482
N: 0.9897 0.2817 3.8395  -0.639
N: 0.2356 -0.6763 3.2789  -0.716
N: 0.0215 -0.4199 2.0398  -0.278
N: 0.6487 0.7395 1.7204  0.309
C: 2.2843 3.1556 1.9950  0.448
N: 3.1373 4.1486 2.1412  -0.499
N: 3.1403 4.7659 0.9383  -0.602
N: 2.3473 4.1807 0.1203  -0.343
N: 1.7650 3.1362 0.7650  0.477
H: 2.4496 2.3952 3.8818  0.236
C: 4.3551 1.6933 -0.2597  -1.435
O: 3.2579 0.7909 -0.3951  -0.049
C: 3.3965 -0.4460 0.1458  0.543
C: 4.4996 -0.8996 0.8433  -0.295
C: 4.4847 -2.2015 1.3368  -0.485
Br: 6.0142 -2.8306 2.2679  -0.240
C: 3.4005 -3.0291 1.1799  -0.737
C: 2.2760 -2.5572 0.4974  0.831
C: 2.2925 -1.2819 -0.0419  0.110
O: 1.2861 -0.7332 -0.7798  -0.602
C: 1.0865 -3.4131 0.3634  0.198
N: 1.0945 -4.6813 0.0598  -0.828
C: -0.2445 -5.0473 0.0633  0.276
C: -0.8324 -6.2837 -0.1980  -0.739
C: -2.2084 -6.3733 -0.1208  -0.431
C: -2.9978 -5.2586 0.2056  -0.556
C: -2.4328 -4.0235 0.4598  -0.703
C: -1.0472 -3.9428 0.3820  0.548
N: -0.1706 -2.8919 0.5496  0.268
H: 5.2516 1.2637 -0.7111  0.472
H: 4.5395 1.9289 0.7907  0.499
H: 4.0702 2.5987 -0.7854  0.263
H: 5.3592 -0.2684 1.0066  0.540
H: 3.3900 -4.0326 1.5791  0.541
H: 0.5102 -1.3152 -0.8343  0.512
H: -0.2193 -7.1386 -0.4508  0.431
H: -2.6939 -7.3209 -0.3169  0.368
H: -4.0734 -5.3699 0.2537  0.382
H: -3.0366 -3.1588 0.7013  0.483
H: -0.3371 -2.0110 1.0500  -0.011
S: -1.0588 4.2475 -0.4143  -0.269
C: -2.6646 3.9416 -0.7024  0.234
N: -3.4506 3.1322 0.0020  -0.014
C: -4.8073 2.8803 -0.4535  -0.660
C: -5.0949 3.8437 -1.6185  -0.409
S: -3.5329 4.6892 -2.0159  -0.106
H: -2.9973 2.4755 0.6238  0.221
H: -5.5053 3.0457 0.3685  0.373
H: -4.8973 1.8421 -0.7747  0.209
H: -5.8390 4.5889 -1.3475  0.441
H: -5.4319 3.3096 -2.5059  0.245

Output
Frontier orbital gap ... 7.22 eV
E_HOMO ... -5.25 eV
Total charge ... -1

=====

Which structure is most stable, and how do the rest compare? From most to least stable: model b, model a.

=====

Model a:
Formula: C10H16
Source: the Open Molecules 2025 dataset
Level of theory: the ωB97M-V functional and the def2-TZVPD basis

Last column: Löwdin spin population.
Atoms and positions in Å:
C: -0.0576 2.7375 -2.9272  0.000
C: -0.5406 2.0221 -1.6651  0.000
C: 1.4067 2.4869 -3.1991  0.000
H: -0.2743 3.8051 -2.8051  0.000
H: -0.6709 2.5397 -3.8032  0.000
H: -1.6191 1.9452 -1.5508  0.000
H: -0.3337 0.9625 -1.8531  0.000
H: 2.0568 3.1027 -2.5809  0.000
H: -0.1415 2.4866 -0.7695  0.000
H: 1.6387 2.7089 -4.2334  0.000
H: 1.6299 1.4299 -3.0038  0.000
C: -1.0600 -2.1007 -0.0850  0.058
C: 0.5756 -1.4454 3.7479  0.307
C: -0.4564 -2.4014 3.6102  0.035
C: 1.0438 -0.6659 2.6505  0.087
C: -0.9601 -2.5933 2.3681  0.129
C: 0.6333 -0.9544 1.3794  0.062
C: -0.4235 -1.8708 1.2215  0.268
H: 0.9684 -1.2261 4.7417  0.013
H: -0.7282 -2.9163 4.5148  -0.002
H: 1.7241 0.1610 2.8270  0.001
H: -1.7254 -3.3186 2.1373  0.003
H: 1.0530 -0.4104 0.5480  -0.001
H: -0.3583 -2.4376 -0.8454  0.017
H: -1.5496 -1.1801 -0.4171  0.022
H: -1.8312 -2.8670 -0.0075  0.000

Output
Frontier orbital gap (spin up / spin down) ... 9.19 / 5.39 eV
Spin multiplicity ... 2
Expectation value of S² ... 0.7676
E_HOMO (spin up / spin down) ... -13.59 / -13.59 eV
Total charge ... +1

=====

Model b:
Formula: C10H16
Source: the Open Molecules 2025 dataset
Level of theory: the ωB97M-V functional and the def2-TZVPD basis

Last column: Löwdin spin population.
Atoms and positions in Å:
C: -1.6070 -0.2645 -1.8182  0.047
C: 1.9461 1.6096 -0.5337  0.253
C: 2.1011 0.3229 -0.9725  0.196
C: 0.6942 2.3062 -0.3841  0.001
C: 0.8819 -0.3549 -1.4343  0.022
C: -0.3809 1.5553 -0.7614  0.187
C: -0.3149 0.2061 -1.2622  0.205
H: 2.7430 2.1264 0.0359  0.008
H: 3.1811 -0.0876 -1.0104  0.005
H: 0.7859 3.2182 0.0801  -0.004
H: 1.1520 -1.3123 -1.7632  -0.003
H: -1.3796 2.0063 -0.5596  0.004
H: -2.5397 -0.1588 -1.1712  0.010
H: -1.4862 -1.3175 -1.9731  0.003
H: -1.8782 0.1403 -2.8559  0.024
C: -0.4796 -1.1912 1.6130  0.021
C: -1.6912 -2.0684 1.3025  0.002
C: -0.1715 -0.9855 3.0933  0.005
H: 0.3531 -1.5920 0.9302  -0.001
H: -0.6168 -0.2622 1.0460  0.010
H: -2.2065 -1.6912 0.4812  0.001
H: -0.8813 -0.3534 3.5207  0.000
H: -0.0201 -1.8832 3.6134  0.002
H: 0.7852 -0.3501 3.0908  0.000
H: -1.5360 -3.2110 1.2764  0.001
H: -2.3253 -2.0853 2.2046  0.000

Output
Frontier orbital gap (spin up / spin down) ... 9.77 / 5.53 eV
Spin multiplicity ... 2
Expectation value of S² ... 0.7682
E_HOMO (spin up / spin down) ... -14.02 / -14.00 eV
Total charge ... +1

=====

Model c:
Formula: C10H16
Source: the Open Molecules 2025 dataset
Level of theory: the ωB97M-V functional and the def2-TZVPD basis

Last column: Löwdin spin population.
Atoms and positions in Å:
C: 0.0228 -2.1324 -0.9297  0.060
C: 0.2309 0.1547 -1.9352  0.117
C: 0.7256 -0.8312 -1.0189  0.280
C: 0.6864 1.4397 -1.8439  0.048
C: 1.7473 -0.5310 -0.0744  0.082
C: 1.6301 1.7117 -0.8338  0.298
C: 2.0988 0.7639 0.1361  0.058
H: -0.4115 -0.2529 -2.7021  0.003
H: 0.5753 2.1302 -2.6696  -0.001
H: -0.6823 -2.3064 -1.7355  0.000
H: -0.4619 -2.2387 0.0340  0.019
H: 2.1413 -1.3505 0.5135  0.000
H: 1.9324 2.7342 -0.6487  0.013
H: 2.7831 1.1551 0.8712  0.001
H: 0.8351 -2.8568 -1.0250  0.020
C: -2.0136 -0.5654 1.5544  0.001
C: -1.1096 -0.3299 2.7613  0.000
C: -2.6336 0.6776 0.9735  0.000
H: -1.3614 -1.0233 0.8027  0.001
H: -2.6825 -1.3501 1.9126  0.000
H: -1.6521 0.1392 3.5922  0.000
H: -3.1024 0.5475 -0.0035  0.000
H: -0.3043 0.3980 2.6083  0.000
H: -0.7163 -1.2437 3.2075  0.000
H: -3.3770 1.1324 1.6272  0.000
H: -1.8740 1.4460 0.8236  0.000

Output
Frontier orbital gap (spin up / spin down) ... 9.90 / 6.21 eV
Spin multiplicity ... 2
Expectation value of S² ... 0.7678
E_HOMO (spin up / spin down) ... -14.32 / -14.32 eV
Total charge ... +1

=====

Which structure is most stable, and how do the rest compare? From most to least stable: model a, model c, model b.